No. 1
This record from OMol25 describes a cluster of 5 separate species, C33H47FN6O2 in total. The level of theory is ωB97M-V/def2-TZVPD.

Structure (XYZ):
```
89
Properties=species:S:1:pos:R:3:forces:R:3:mulliken_charge:R:1
C 3.336600 0.225372 0.440891 -0.48 -0.07 0.31 -1.2688
C 3.278910 1.613269 1.077916 0.44 -0.16 0.08 0.1777
C 3.948906 2.693170 0.225220 -0.01 -0.24 -0.08 -1.1240
C 3.090012 3.216575 -0.923098 -0.29 0.24 0.25 -0.1852
C 1.749096 3.853166 -0.497835 0.21 -0.16 -0.33 -0.5935
C 0.618617 3.420348 -1.430807 0.23 0.13 0.16 -0.0039
C -0.754056 3.963302 -0.993944 0.08 -0.48 -0.15 -1.3043
C -1.437507 2.984145 -0.083624 0.17 0.36 -0.23 0.2654
N -1.536241 3.374894 1.165901 0.02 -0.12 0.48 -0.7947
N -2.085887 2.548810 2.029149 0.22 0.19 -0.81 0.4587
C -2.175221 3.033950 3.541544 0.07 0.35 1.22 0.4730
O -3.208456 2.649639 4.043668 0.00 -0.12 -0.18 -0.6134
O -1.175804 3.651659 3.851085 -0.06 -0.05 -0.15 -0.7130
C -2.539674 1.367743 1.704280 -0.28 -0.35 0.21 -0.5437
C -2.475526 0.904840 0.398874 -0.08 -0.23 -0.12 0.5585
C -2.994898 -0.469895 0.097017 0.06 -0.15 0.10 -0.6807
C -2.100814 -1.572625 0.676654 0.40 0.49 -0.24 -0.6799
F -2.630496 -2.040882 1.864992 -0.07 -0.15 0.02 -0.3800
C -1.904433 1.732527 -0.539752 -0.08 -0.05 -0.11 0.8677
C -1.795018 1.301512 -1.971683 0.29 -0.06 -0.22 -1.9925
C -0.779358 0.149750 -2.201934 -0.02 0.24 -0.37 -0.0308
C -1.290218 -0.853517 -3.231314 -0.05 0.30 -0.01 -1.6221
H 3.030795 0.237076 -0.606173 0.13 0.02 -0.09 0.0368
H 4.328391 -0.211608 0.543481 0.12 0.06 -0.25 0.3643
H 2.651712 -0.449323 0.961158 0.02 -0.05 -0.02 0.4046
H 2.251342 1.867383 1.340412 -0.08 0.09 -0.15 -0.0055
H 3.810815 1.563301 2.030896 -0.03 -0.04 -0.01 0.4423
H 4.841633 2.237248 -0.214205 0.12 0.11 0.03 0.4035
H 4.299790 3.509700 0.857307 -0.14 0.12 0.03 0.3093
H 2.890137 2.399781 -1.621403 0.07 -0.04 -0.05 -0.1851
H 3.652274 3.975384 -1.467810 0.13 -0.15 -0.18 0.4768
H 1.847605 4.938697 -0.539141 -0.10 0.06 0.20 0.3785
H 1.493092 3.577424 0.524848 -0.04 0.10 0.11 0.1990
H 0.621777 2.327813 -1.432671 -0.13 -0.01 -0.11 -0.1040
H 0.854867 3.735502 -2.449351 -0.04 0.03 -0.05 0.3754
H -1.399917 4.127451 -1.856511 0.03 0.22 -0.04 0.4332
H -0.612394 4.890492 -0.447029 -0.17 0.14 -0.05 0.5526
H -2.970235 0.782791 2.504213 -0.08 0.10 0.13 0.6012
H -3.982702 -0.586258 0.544091 -0.06 -0.07 -0.06 0.7015
H -3.096046 -0.620655 -0.972571 -0.08 0.01 -0.05 0.3827
H -1.972549 -2.387061 -0.034525 -0.23 -0.22 0.13 0.3909
H -1.108382 -1.173634 0.898799 0.03 -0.06 0.07 0.4669
H -2.771728 0.984550 -2.340692 -0.11 0.00 0.14 0.8285
H -1.501738 2.142511 -2.595382 -0.07 0.04 0.00 0.3473
H 0.128284 0.598233 -2.608068 0.14 -0.08 0.18 0.4534
H -0.496006 -0.324711 -1.262937 -0.09 -0.10 0.05 0.2629
H -1.436257 -0.336644 -4.181673 -0.02 -0.05 -0.05 0.3865
H -0.580731 -1.658919 -3.404746 -0.02 -0.10 0.07 0.3821
H -2.259640 -1.262654 -2.944979 0.03 -0.20 0.04 0.3527
N -5.948647 -4.603668 -2.080745 0.02 -0.01 0.00 0.0146
C -4.771804 -5.234715 -2.382949 -0.04 0.01 -0.01 -0.6552
C -3.831443 -4.823872 -1.476576 0.02 0.09 -0.07 -0.5243
C -4.467517 -3.907039 -0.595547 0.03 0.05 0.01 0.1664
C -5.772939 -3.792902 -0.994007 -0.01 -0.01 -0.05 -1.1244
H -6.810035 -4.718296 -2.581328 -0.01 -0.01 0.00 0.1812
H -4.705594 -5.922088 -3.208519 0.01 0.00 -0.01 0.4303
H -2.805086 -5.148916 -1.443525 0.00 -0.04 0.02 0.4669
H -4.022391 -3.400230 0.243616 -0.06 -0.06 0.08 0.5564
H -6.586198 -3.210827 -0.596239 0.00 0.00 0.02 0.4317
N 6.250156 0.098774 -3.463559 0.00 0.01 0.00 -0.0113
C 6.709283 1.068932 -4.311306 0.01 -0.02 0.02 -0.4665
C 5.636649 1.819843 -4.710100 -0.02 0.00 0.01 -0.6878
C 4.484486 1.278683 -4.076869 -0.03 0.01 0.01 -0.0004
C 4.896132 0.218519 -3.313993 0.01 -0.01 0.01 -0.6680
H 6.820334 -0.596123 -3.019262 0.01 -0.01 0.01 0.1927
H 7.754660 1.143993 -4.555356 0.01 0.01 -0.01 0.3958
H 5.672666 2.663337 -5.378400 0.00 0.00 -0.01 0.3837
H 3.470604 1.631369 -4.169142 0.00 0.00 -0.01 0.4613
H 4.345899 -0.454704 -2.679337 -0.01 0.00 0.00 0.4147
N -3.708092 -8.613685 1.283154 0.01 0.01 0.00 0.0178
C -2.746321 -8.693857 2.253410 -0.03 -0.01 -0.01 -0.3893
C -2.217606 -7.442828 2.420731 0.00 0.03 -0.01 -0.9766
C -2.887477 -6.574991 1.514308 0.03 -0.01 0.00 0.3103
C -3.801285 -7.327291 0.825483 0.01 -0.09 0.07 -0.6852
H -4.261044 -9.382836 0.955375 -0.01 -0.01 0.00 0.1758
H -2.523613 -9.627307 2.740578 0.01 0.00 0.01 0.3772
H -1.439686 -7.176763 3.116334 0.00 0.00 0.01 0.3897
H -2.719518 -5.518818 1.387929 -0.02 0.02 0.01 0.4912
H -4.505528 -7.057498 0.058613 0.00 0.04 -0.02 0.3024
N 1.602445 3.822814 4.721530 0.06 -0.10 0.03 0.1122
C 2.696694 3.217947 4.176990 -0.06 0.00 0.00 -0.4191
C 3.818642 3.781343 4.732249 0.01 0.01 0.00 -0.3501
C 3.375655 4.768119 5.653333 0.01 0.01 0.00 -0.7369
C 2.003328 4.764464 5.620519 0.00 0.00 -0.01 -0.3428
H 0.642469 3.606621 4.489604 -0.09 0.14 -0.05 0.2752
H 2.588677 2.438570 3.442269 -0.02 0.07 0.12 0.3643
H 4.838083 3.516190 4.504976 0.01 0.00 0.00 0.4297
H 3.990503 5.405002 6.267147 0.00 0.00 0.00 0.3883
H 1.281736 5.353113 6.160068 0.00 0.01 0.01 0.3990
```
Forces are in eV/Å.

Output
* net charge: 0
* 2S+1: 1
* HOMO: -7.472 eV

=====

No. 2
This record from OMol25 describes a structure of composition C23H45HfN2O2SSi3. The level of theory is ωB97M-V/def2-TZVPD.

Structure (XYZ):
```
77
Properties=species:S:1:pos:R:3:forces:R:3:mulliken_charge:R:1
Hf -0.279660 -0.013249 0.219157 1.12 -0.23 0.06 -0.7422
C -4.216226 2.279113 -1.473318 -0.40 0.07 0.03 -0.9405
Si -2.685183 1.282439 -1.289199 0.36 -0.07 0.05 -0.0753
C -1.397767 1.711788 -2.583439 -0.07 0.35 -0.17 -0.8306
C -2.863172 -0.567544 -1.610166 -0.25 -0.15 0.16 -1.0094
C -1.874976 1.387524 0.444742 0.55 -0.57 -0.28 2.0867
Si -2.974923 0.909870 1.950925 0.38 -0.15 -0.01 0.1892
C -1.745766 0.179930 3.187946 -0.02 0.14 0.29 -0.8338
C -3.841926 2.390856 2.618258 -0.08 0.35 0.09 -1.1036
C -4.174663 -0.471246 1.621982 -0.45 0.20 -0.17 -1.0216
Si -0.908017 3.000519 0.705922 0.11 -0.21 0.00 -0.9501
C -1.779735 4.567311 0.301339 -0.28 0.20 -0.15 -1.0688
C -0.020797 3.078001 2.341795 -0.21 0.24 0.35 -1.0741
C 0.613701 2.786223 -0.438385 0.01 -0.02 0.01 0.4157
C 1.226785 3.848280 -1.083172 0.10 0.04 -0.06 -0.7157
C 2.389028 3.641004 -1.810751 0.07 0.01 -0.03 -0.5088
C 2.941385 2.359773 -1.860301 0.11 0.23 -0.14 -0.8465
C 2.301619 1.337989 -1.213904 -0.29 0.11 0.16 -0.0490
N 1.153178 1.528162 -0.519205 -0.46 0.05 0.08 0.3950
H -4.471375 2.382448 -2.534941 0.01 -0.02 0.15 0.4485
H -4.086218 3.285070 -1.058372 -0.03 -0.15 -0.08 0.3211
H -5.072790 1.814094 -0.969689 0.11 0.11 -0.07 0.3638
H -1.855428 1.557025 -3.569319 0.07 -0.03 0.12 0.5524
H -0.510070 1.065461 -2.555435 0.03 0.02 -0.07 0.1440
H -1.058383 2.752585 -2.551850 0.00 -0.16 -0.03 0.2967
H -3.372130 -0.710968 -2.572727 0.19 -0.01 0.05 0.5274
H -3.457713 -1.098246 -0.862041 0.09 0.01 -0.12 0.3906
H -1.886134 -1.077631 -1.737866 -0.13 -0.03 -0.04 0.3327
H -0.937581 0.866039 3.460414 -0.09 -0.14 -0.02 0.2554
H -1.313709 -0.778702 2.865049 0.01 0.01 0.06 0.2460
H -2.285052 -0.053554 4.117483 0.09 -0.03 -0.16 0.5565
H -3.150896 3.193988 2.903554 -0.16 -0.10 -0.01 0.3169
H -4.421378 2.120224 3.509018 0.08 0.05 -0.11 0.4352
H -4.544538 2.793429 1.877371 0.10 -0.04 0.13 0.3573
H -3.701143 -1.420565 1.385822 -0.02 -0.13 -0.02 0.3142
H -4.902935 -0.245894 0.832460 0.10 -0.07 0.14 0.3609
H -4.750656 -0.632620 2.543006 0.08 0.05 -0.12 0.4504
H -2.723269 4.636252 0.855761 0.14 0.02 -0.09 0.4544
H -2.010273 4.656924 -0.766696 0.01 0.02 0.15 0.3929
H -1.166159 5.425761 0.596034 -0.06 -0.08 -0.04 0.4708
H -0.700199 3.122302 3.201420 0.15 -0.03 -0.11 0.4378
H 0.573346 4.000263 2.359309 -0.03 -0.13 0.00 0.4545
H 0.672183 2.244542 2.485109 0.01 0.01 0.04 0.2266
H 0.781112 4.837873 -1.022566 0.09 -0.15 -0.01 0.4927
H 2.865858 4.462835 -2.335911 -0.03 -0.08 0.06 0.5061
H 3.855337 2.162571 -2.406829 -0.06 0.03 0.04 0.4921
H 2.691829 0.339412 -1.238969 0.07 -0.27 -0.01 0.1520
O -1.787112 -3.278388 0.353154 -0.56 -1.28 -0.01 -0.0494
C -1.543051 -2.237646 0.635732 0.68 1.16 -0.04 0.1307
C 4.130157 -3.079263 -3.611877 -0.07 -0.02 0.14 -1.2913
C 4.132700 -1.982015 -2.542031 -0.11 -0.10 -0.16 -0.3013
C 3.241631 -2.333543 -1.345725 0.14 0.01 -0.23 -0.8149
S 1.514743 -2.473379 -1.883996 -0.11 -0.09 -0.25 0.1390
O 0.692828 -1.520567 -0.928754 -0.33 0.57 0.50 -0.3037
C 1.112348 -4.141005 -1.346529 -0.13 -0.02 0.12 -0.7998
C 1.219725 -4.443809 0.159255 0.29 -0.16 -0.12 0.2037
C 2.477525 -5.216520 0.581596 -0.08 -0.03 -0.05 -1.4103
H 4.810551 -2.829115 -4.424359 -0.03 0.01 0.04 0.4086
H 3.136893 -3.215918 -4.058369 0.12 0.01 0.05 0.3806
H 4.457417 -4.036007 -3.191924 -0.03 0.10 -0.05 0.3327
H 3.813459 -1.031430 -2.982671 0.04 -0.02 0.05 0.1888
H 5.146583 -1.843109 -2.163103 -0.03 0.05 0.04 0.4550
H 3.245689 -1.589669 -0.554321 0.03 0.09 0.14 0.5885
H 3.528991 -3.294590 -0.926678 -0.03 0.00 0.05 0.3752
H 1.790857 -4.765232 -1.942411 -0.07 0.10 -0.03 0.5750
H 0.106842 -4.301552 -1.738039 -0.01 -0.04 -0.01 0.5249
H 0.351123 -5.047500 0.415404 -0.08 0.01 0.00 0.4332
H 1.138316 -3.519854 0.733089 -0.07 0.11 0.09 -0.2725
H 2.678177 -6.045820 -0.101784 -0.02 0.07 0.06 0.3736
H 2.328866 -5.649342 1.571410 0.01 0.04 -0.04 0.4054
H 3.370859 -4.592565 0.635795 -0.04 -0.03 -0.03 0.3913
C 2.586324 -0.811926 4.135450 -0.16 0.08 -0.10 -1.2294
C 1.824462 -0.615930 2.907099 0.85 -0.23 1.12 0.4672
N 1.236960 -0.465338 1.939872 -1.24 0.36 -1.15 -0.0337
H 2.262603 -1.728374 4.630600 -0.06 -0.01 -0.06 0.3358
H 2.417378 0.032112 4.807394 -0.05 0.01 -0.06 0.3548
H 3.651633 -0.880362 3.917893 0.01 0.01 -0.13 0.3755
```
Forces are in eV/Å.

Output
* net charge: +3
* 2S+1: 1
* relative energy (zero: lowest compared OMol25 entry of this formula, charge and spin): 0.00 kcal/mol
* HOMO: -17.575 eV

=====

No. 3
This record from OMol25 describes a structure of composition C36H47AsCrN6O2. The level of theory is ωB97M-V/def2-TZVPD.

Structure (XYZ):
```
93
Properties=species:S:1:pos:R:3:forces:R:3:mulliken_spin:R:1
Cr -0.630713 -0.103205 0.786310 1.66 -0.42 -1.36 3.6629
C -3.318917 -3.609353 0.747121 0.41 -0.80 -0.36 -0.0033
O -3.905776 -2.483512 1.405468 -0.30 1.15 0.44 0.0149
C -3.023267 -1.501617 1.343089 0.85 -1.47 -1.06 -0.0041
N -1.932146 -1.704925 0.658678 -1.10 0.03 0.80 -0.0804
C -2.037133 -3.042301 0.075833 -0.11 -0.47 -0.34 0.0931
C -0.843862 -3.938971 0.304807 -0.04 0.12 -0.06 0.0018
C -0.725182 -5.088063 -0.471426 0.02 0.15 0.13 -0.0022
C 0.305526 -5.979979 -0.237260 0.02 -0.04 -0.04 0.0001
C 1.242637 -5.717959 0.750181 -0.03 0.05 -0.04 -0.0001
C 1.134123 -4.567318 1.512573 -0.03 0.02 0.06 0.0144
C 0.082335 -3.686965 1.305126 -0.09 0.02 0.09 0.0281
C -3.210724 -0.229941 1.999751 -0.01 1.21 0.51 0.2039
C -4.329605 0.223779 2.691401 0.31 -0.10 -0.15 0.0016
C -4.294327 1.501466 3.242593 0.21 -0.12 -0.12 0.0363
C -3.154063 2.285187 3.102886 0.33 -0.14 -0.20 0.0067
C -2.069277 1.756670 2.409385 -1.16 -0.72 0.06 0.1466
N -2.101831 0.526364 1.851438 -2.24 1.01 1.55 -0.1628
C -0.776937 2.358034 2.186070 1.96 0.25 -0.56 0.0202
N 0.167114 1.640477 1.640077 -0.87 0.64 0.50 -0.0026
C 1.400229 2.425944 1.755189 0.40 0.34 0.16 0.0414
C 0.863457 3.837896 2.102246 0.88 0.14 -0.44 -0.0064
O -0.477541 3.598783 2.536928 -1.16 -0.54 0.42 0.0137
C 2.327768 2.404564 0.568574 0.05 -0.04 0.12 0.0253
C 1.922259 2.013846 -0.697734 -0.17 0.04 0.04 -0.0702
C 2.837801 1.995141 -1.739630 0.01 0.03 -0.04 0.0011
C 4.145763 2.403368 -1.536501 -0.06 -0.04 0.01 0.0003
C 4.543322 2.825432 -0.278084 0.04 0.05 0.02 0.0002
C 3.643814 2.811698 0.772079 -0.22 0.00 -0.12 -0.0022
H -4.042685 -4.024903 0.044759 0.08 0.13 0.09 0.0007
H -3.076341 -4.362938 1.504963 -0.07 0.19 -0.11 0.0006
H -2.190269 -2.931105 -1.008351 0.02 0.02 0.20 -0.0078
H -1.449087 -5.294621 -1.245558 -0.09 -0.02 -0.14 -0.0002
H 0.373406 -6.883365 -0.821232 0.03 -0.11 -0.09 0.0000
H 2.042623 -6.416538 0.930695 0.13 -0.09 0.03 0.0000
H 1.856569 -4.369019 2.288230 0.09 0.04 0.13 0.0010
H -0.029148 -2.810590 1.936111 0.08 -0.07 -0.05 -0.0053
H -5.197712 -0.410004 2.789519 -0.05 -0.06 0.01 0.0006
H -5.145743 1.878013 3.786677 -0.09 0.05 0.03 0.0000
H -3.093562 3.281111 3.515198 0.01 0.05 0.05 0.0011
H 1.953209 2.030197 2.622033 -0.12 0.02 -0.17 -0.0061
H 0.837555 4.491983 1.223037 -0.08 -0.12 0.13 0.0008
H 1.406863 4.334280 2.906204 -0.09 -0.09 -0.09 0.0004
H 0.887556 1.727721 -0.868988 0.18 -0.01 -0.03 0.0112
H 2.528298 1.677336 -2.723670 -0.04 -0.03 -0.11 -0.0003
H 4.845495 2.407809 -2.357207 0.08 -0.01 -0.08 0.0001
H 5.552276 3.165320 -0.112321 0.16 0.04 0.01 0.0000
H 3.957195 3.129601 1.754054 0.11 0.04 0.21 -0.0004
C 4.699008 -0.539309 1.647252 -0.18 -0.20 0.02 0.0016
C 3.540513 -0.771748 2.603197 0.29 -0.08 0.12 -0.0009
N 2.307189 -0.780684 1.842241 -0.28 0.22 0.26 -0.0390
C 2.206546 -1.081498 0.529814 -0.44 0.10 -0.18 0.0543
N 1.009943 -0.933671 -0.029091 0.60 -0.31 -0.04 -0.2658
C 0.877460 -1.337505 -1.423653 0.06 -0.14 -0.18 0.1334
C 1.830656 -2.471420 -1.782150 -0.03 0.30 0.05 0.0068
C 3.240023 -1.998726 -1.476998 -0.33 -0.16 -0.42 -0.0008
N 3.302334 -1.505283 -0.114921 -0.15 0.09 0.14 0.0174
C 4.605403 -1.557537 0.524186 0.31 0.12 0.31 -0.0026
H 5.646880 -0.648835 2.168520 0.04 0.01 0.02 -0.0002
H 4.634332 0.467560 1.236849 0.05 0.02 -0.03 -0.0001
H 3.489568 0.023135 3.351068 -0.02 -0.08 -0.02 0.0011
H 3.667780 -1.724979 3.128066 0.03 0.09 0.03 0.0005
H 1.442956 -0.507870 2.292305 0.31 -0.08 -0.08 0.0511
H 1.079342 -0.474850 -2.076395 -0.15 -0.09 -0.02 -0.0052
H -0.160517 -1.649772 -1.581010 0.08 0.07 -0.12 -0.0365
H 1.740123 -2.723029 -2.837643 0.00 -0.03 -0.01 -0.0001
H 1.592984 -3.353750 -1.186821 -0.01 -0.07 0.00 0.0008
H 3.535903 -1.204850 -2.172205 0.07 -0.07 0.02 -0.0001
H 3.944991 -2.825738 -1.577817 0.05 0.07 0.06 -0.0003
H 5.355565 -1.340018 -0.238360 -0.04 -0.06 0.00 0.0000
H 4.790355 -2.566746 0.908850 0.05 0.01 -0.07 0.0004
C -0.412428 2.791384 -3.710181 -0.10 -0.12 0.18 0.0031
C -1.538552 1.793947 -3.474670 -0.04 -0.15 0.33 0.0225
As -1.790650 1.275982 -1.551683 -0.49 0.32 -0.42 0.0459
C -2.250256 3.065348 -0.788707 0.02 -0.22 -0.14 0.0269
C -3.306190 3.935795 -1.461631 0.05 -0.09 0.00 -0.0021
C -3.502673 0.268486 -1.726160 0.14 0.13 0.02 0.0030
C -4.660334 0.927150 -2.463404 0.10 0.06 0.08 -0.0005
H -0.403106 3.096504 -4.755029 0.04 0.02 -0.04 0.0001
H 0.558428 2.360508 -3.474670 0.06 0.05 0.03 -0.0008
H -0.554898 3.687081 -3.105086 0.10 0.06 -0.01 -0.0005
H -1.374221 0.875727 -4.048551 -0.08 0.07 0.16 -0.0005
H -2.480638 2.233725 -3.811755 0.04 -0.17 0.10 0.0010
H -1.302380 3.614723 -0.786171 0.07 -0.20 0.07 0.0050
H -2.523645 2.894136 0.256587 0.04 0.05 -0.10 -0.0002
H -3.176132 3.976406 -2.542250 -0.05 0.00 -0.02 0.0005
H -3.223808 4.955137 -1.088427 -0.02 0.08 0.01 -0.0001
H -4.311893 3.589603 -1.241775 -0.06 -0.01 -0.08 0.0004
H -3.817627 -0.010419 -0.713731 0.08 -0.01 -0.13 0.0055
H -3.227854 -0.656660 -2.248301 0.13 0.07 0.17 0.0001
H -5.100712 1.718730 -1.864306 -0.07 0.07 -0.06 -0.0001
H -5.436632 0.194619 -2.670146 -0.09 -0.06 -0.01 0.0002
H -4.344482 1.344384 -3.416557 -0.07 0.04 -0.04 0.0005
```
Forces are in eV/Å.

Output
* net charge: +2
* 2S+1: 5
* relative energy (zero: lowest compared OMol25 entry of this formula, charge and spin): 0.00 kcal/mol
* HOMO (spin up / spin down): -13.055 / -13.702 eV